# 1
195
Properties=species:S:1:pos:R:3:forces:R:3 method="wB97M-V/def2-TZVPD" homo_lumo_gap_ev=10.617 homo_energy_ev=-10.5
H 19.43238 9.65232 17.61207 0.7965 -0.8062 -0.6942
S 9.47289 15.42720 19.10807 1.2033 -0.2386 2.5412
H 12.13330 17.45415 19.76363 0.4917 -0.1921 -0.4667
O 17.57218 14.28412 16.49967 -0.1278 -0.2568 0.5604
O 21.52411 13.77548 11.36420 0.0727 -0.6740 -0.9260
C 12.98315 17.25595 19.07125 -0.2663 0.4535 1.4239
C 7.62931 7.65548 14.07718 0.2977 -0.2703 -0.3166
H 16.47748 17.48583 13.48877 0.5546 0.0319 0.0782
H 11.75898 16.11498 13.75328 -0.0235 -0.0567 -0.1944
O 10.73490 9.01286 13.48526 1.6368 0.7305 0.1467
H 13.19454 12.73511 17.07862 0.1632 0.3393 1.0711
O 9.81603 16.68468 18.26906 0.7887 0.6877 -1.3445
H 14.96528 9.51736 15.41897 0.4401 -0.7503 -0.1796
H 22.44704 16.43811 11.08678 -0.1864 0.5621 0.3966
O 10.13451 15.66454 20.38139 -0.6778 -0.3125 -1.4047
H 9.17307 19.00656 16.95254 -0.1509 -0.0471 0.3511
C 11.98603 20.67923 19.35295 -0.6962 -0.7453 1.1638
H 9.64480 13.90151 17.37288 -0.5397 -0.4895 0.1710
C 12.80441 20.92725 10.43990 1.3435 0.1151 -0.2332
H 12.59454 16.87779 18.12840 0.4388 -0.4613 0.1065
H 16.76766 17.82816 9.39099 -0.2705 0.7448 0.2012
H 14.98678 11.11182 13.32719 0.0458 -0.5422 -0.0357
C 9.17380 16.81833 16.97000 -1.4675 1.1069 -0.2155
H 7.70477 16.46159 13.37032 -0.3312 0.2254 0.2102
C 13.79878 9.21472 20.47829 -1.1108 0.8688 -0.6682
H 7.88332 15.13012 12.23127 0.2296 -0.3844 0.9014
O 15.00547 15.76392 14.84518 -0.5505 0.1135 -0.0350
H 20.23040 12.04321 11.93466 0.8203 -0.2769 0.3754
O 12.42604 18.90562 8.79543 -0.2197 0.5277 1.5167
O 11.27269 18.94974 11.02598 0.0016 0.0021 -0.2536
H 8.07637 16.82828 17.17916 0.7992 -0.2027 -0.2896
H 15.61803 12.71314 17.05633 -0.1902 -1.1739 -0.4324
H 16.46073 16.63134 18.92148 -0.2013 -0.3557 -0.7386
C 14.13435 11.65210 13.71068 0.6663 2.2118 -0.3474
C 15.33800 13.95067 9.86732 -0.6121 0.4624 -1.4329
H 18.47845 11.60121 9.40193 0.4221 0.6801 0.0812
H 14.82954 13.33035 10.60089 0.9825 -0.4063 0.2874
C 14.58600 13.09874 13.89666 0.3041 1.2132 0.9722
H 13.16997 14.01683 18.33338 -0.1027 -0.1778 0.3818
H 12.29878 21.69092 11.03234 -0.0755 0.0710 -0.4847
H 13.75114 16.73349 19.67643 -0.5211 -0.4473 -0.8884
H 10.51168 13.27866 18.89730 -0.5391 -0.2013 0.2461
H 14.67289 13.68892 12.94382 0.4087 -0.6826 0.8408
H 21.24821 16.91732 12.53759 0.2590 0.5400 -1.1392
C 8.41708 15.76672 12.96291 -0.2730 -0.3217 -0.7857
H 19.68675 11.82285 13.57324 -0.0592 -0.0917 0.3541
O 13.33886 15.66925 9.93226 1.8242 -0.6141 0.3562
H 20.62077 10.44421 12.82831 0.2735 0.1571 -0.0182
H 12.74658 18.19794 15.06556 0.2653 0.1107 0.0566
H 13.49313 20.41739 11.09006 0.2282 -0.4032 0.2832
C 16.69404 16.33511 17.87939 1.2038 0.7527 -0.0900
H 12.13311 19.69696 15.57664 0.2144 0.2266 -0.6491
H 11.42192 22.79087 19.38303 -0.1851 -0.3186 0.3469
H 17.64251 15.86939 7.21860 -0.4068 0.2152 -0.1583
H 16.82278 17.42035 6.84129 -0.7902 0.5107 -1.0155
H 12.59503 9.36096 12.84649 0.0959 0.3136 -0.1410
H 11.14931 14.54132 17.86664 -0.5708 -0.4622 0.3959
H 12.82360 15.49680 12.49137 0.6028 -0.3400 -0.4658
H 15.79601 7.97834 15.97137 -0.3405 0.4872 0.0430
C 13.69632 13.12179 18.01364 0.3605 -0.4861 -1.3703
S 13.73671 18.80399 18.80210 1.8787 0.4486 -0.6013
H 17.90154 18.63733 13.13187 0.8669 -0.2869 -0.7808
C 17.39674 16.88868 7.54432 0.0406 -1.2074 0.7434
H 9.11088 18.30089 15.38255 0.0689 -0.3149 0.0024
O 10.17036 13.50118 13.09286 -0.8153 0.2133 0.1246
C 16.91886 18.48782 13.49777 -0.8472 0.2063 1.2886
O 16.77694 10.35839 16.92354 0.2555 -0.3455 0.3010
H 18.06312 13.80619 14.01035 -0.5282 0.1987 -0.0144
C 11.62412 9.32460 12.36066 -0.4246 -1.0823 -0.9792
H 14.94340 14.20462 16.67162 -0.1079 1.0046 -0.3591
C 9.49513 16.48589 12.23677 0.6594 1.2485 -1.3385
H 17.42037 16.22684 9.51581 -0.0590 0.0144 0.2693
H 9.15156 17.17841 11.40905 -0.2000 -0.6435 1.1529
O 13.51322 13.79162 14.66862 -0.1456 0.3824 -0.1090
C 10.42240 12.20559 15.38175 -0.3692 0.0253 -0.5370
S 17.21199 9.71254 18.32878 0.3032 0.4064 -0.7185
H 18.77777 9.81708 7.68165 -0.5717 -0.7830 -0.1102
H 11.49011 10.96605 10.72689 0.2452 -0.7610 0.9730
O 14.37156 19.26356 19.99965 -0.3031 -0.1292 0.5200
C 17.47766 14.43476 13.31000 -0.3140 -2.3434 0.5239
H 18.33623 17.36805 7.65087 0.9890 0.6554 0.0622
H 13.83054 20.86244 14.08674 -0.2528 0.4390 -0.5450
H 10.59873 18.05417 8.21640 0.7172 -0.1065 0.6439
H 18.70634 16.08505 13.57036 0.2501 1.1054 1.0459
H 13.29731 11.65485 13.04886 -0.4080 -0.2049 -0.7768
C 15.05359 13.51658 17.47034 0.3110 -0.7675 0.5121
H 11.44317 12.49770 15.16824 0.3066 -0.3996 0.0751
H 10.60957 18.33451 16.29442 0.7420 -0.2638 -0.0859
H 20.09696 10.98099 7.60498 -0.4260 -0.0979 -0.1904
H 9.37793 16.02243 16.24558 0.3633 -0.1336 0.6328
S 13.61230 15.38459 14.85086 -0.3482 -1.1160 0.5481
H 15.47668 13.22744 14.60796 -0.8821 -0.4311 -1.5799
C 17.04366 9.65286 15.66970 1.0694 0.0126 0.2001
H 10.98990 21.86739 17.97427 -1.3711 0.0386 -1.2518
H 10.06617 11.47559 14.59063 0.3078 0.8224 1.1797
O 18.28289 14.37217 18.88166 0.8504 0.2132 0.2373
H 14.67777 19.94753 15.21245 -0.5179 -0.8465 0.0393
C 9.62824 8.39210 13.17983 0.2532 0.1531 2.6294
H 18.95682 11.23578 18.12714 0.0495 0.3902 0.1505
H 11.69784 16.91458 9.09266 0.4414 0.6686 -0.7022
H 13.41478 21.27237 9.59148 -0.6012 0.2969 0.2707
H 13.22167 17.06505 13.44672 -0.3473 -0.7805 -0.9736
H 13.73191 12.29125 18.73295 -0.0022 0.5258 -0.0077
H 7.20943 7.35765 15.03433 0.1029 0.1208 0.0375
H 17.96597 9.03268 15.84185 -0.7699 0.6048 -0.6156
C 19.33997 10.95122 9.50983 -0.7769 -0.4317 -0.2759
S 14.77471 15.56739 10.16372 -0.8040 3.0811 -1.1456
H 16.41219 14.08948 9.68368 -0.1050 -0.8972 0.9514
O 8.96271 8.16509 14.34346 -0.4930 -0.1498 -0.8460
O 12.84703 10.33935 16.25126 -0.1312 -0.8270 1.4867
S 18.46799 10.68943 11.92206 0.8582 -1.1144 0.7994
O 15.98847 14.03031 18.45920 -0.3316 -0.2712 -0.1388
C 19.95632 11.28480 12.67582 -0.9627 0.2514 -0.9847
H 12.22920 7.04546 17.20080 -0.0352 -0.9949 0.3328
C 13.93582 19.83711 14.40082 0.5602 1.1794 0.3063
S 20.74486 14.96776 11.41699 -1.3975 0.5362 -1.0012
H 14.68102 7.61693 19.32681 -0.3973 0.7348 -0.5887
H 12.96406 7.76667 19.15405 -1.6351 -1.0272 -0.0864
O 16.48515 10.51102 19.26472 0.1846 -0.4536 0.2151
H 15.88160 16.37496 17.14627 -0.2010 -0.1866 0.5422
O 17.09005 8.27151 18.27022 0.0903 0.9397 0.1395
H 9.99876 17.13164 12.97173 0.3589 -0.2362 -0.5249
O 17.69698 11.83362 11.57918 -1.0553 0.5431 -0.0102
H 10.15370 15.80715 11.66634 0.0867 0.1961 0.8233
O 16.08907 20.85399 12.83358 0.0035 0.8633 0.5211
O 9.31195 8.06535 12.10058 -1.3158 -0.8863 -2.5030
H 13.76345 11.34928 14.64735 -0.0274 -0.9219 1.1278
H 7.03830 8.48875 13.64405 0.1808 -0.8179 0.0311
H 13.07484 10.06166 20.29814 0.8341 -0.7581 0.1876
S 17.32500 14.64810 17.87424 -1.3836 1.2845 -0.1305
H 11.86420 18.38678 6.34641 0.6810 0.3244 0.0049
O 15.70705 19.01828 11.26130 -0.0068 0.1391 0.6320
C 12.79156 16.03675 13.41044 -0.2063 1.4863 2.1603
C 18.45509 15.41692 12.80122 0.7607 -1.2399 0.1857
C 21.82500 16.18747 11.94682 0.0628 0.1452 2.0040
O 14.45130 19.05988 13.31959 0.5235 -0.1333 -0.7123
H 22.37702 15.71390 12.75685 0.5939 -0.1431 -0.2971
O 11.51486 9.55862 18.22870 0.7978 -0.0632 -0.4858
C 11.66833 17.74476 8.35427 -1.4534 0.3652 -0.5298
C 12.62533 19.22588 14.70436 -0.9382 -1.0410 1.8663
H 11.28842 16.80492 6.49254 1.0890 0.2806 0.5355
O 15.31317 16.14960 11.36881 -0.0333 -1.0067 -0.4094
O 17.94412 9.58286 12.66826 -0.2924 0.4473 -0.0868
H 12.68783 20.77245 20.19313 -0.4314 -0.1626 -0.1318
H 14.90489 13.71190 8.88139 0.0612 0.0225 0.3574
H 17.01825 13.69382 12.60321 0.7269 1.1335 0.1408
O 20.02238 15.54758 10.29436 0.4546 -1.1005 0.6916
S 15.80882 19.47848 12.62123 -0.4235 -0.6209 -1.8359
H 11.63270 8.41715 11.64140 -0.1868 1.6503 1.0536
H 14.80014 9.59824 20.60264 0.0596 0.2786 0.4629
O 12.52944 19.68326 18.44498 -1.3010 1.5301 -0.6615
C 9.55588 18.17041 16.37366 -0.6035 0.0601 0.1475
H 11.28579 11.48601 12.41574 -0.0160 -0.0596 0.0786
C 18.96324 10.18834 18.38886 -1.3779 0.3068 0.7750
C 12.43359 7.75333 16.43883 -1.3161 2.3254 1.0869
H 7.71444 6.75098 13.41752 -0.3454 1.0607 0.4389
O 14.54882 18.84373 17.61663 -0.1098 -0.8131 -0.1039
H 12.60210 22.43414 18.16957 -0.0586 -0.4672 0.2851
O 10.58862 20.48044 9.20430 -0.1513 0.0122 0.1099
O 15.46297 16.32901 8.87607 -1.7443 -0.9687 0.6045
H 11.00995 20.20337 19.64571 0.9038 0.7210 0.2453
O 8.08607 15.21577 19.01050 -2.1201 -0.1138 0.4115
H 16.92806 18.94778 14.49314 -0.1617 -0.4967 0.1243
S 11.62514 19.78421 9.90686 -0.4893 -0.9319 -0.7244
H 13.41318 8.68963 21.35658 0.3563 -0.1483 -0.1283
H 20.29168 11.38067 9.80275 -0.1901 0.7766 0.0542
H 11.94278 19.12466 13.86179 0.0993 0.5628 -0.2127
O 8.92573 15.09866 14.15222 -0.8831 0.0420 -0.7171
C 10.19609 14.10330 18.27515 2.6987 1.0069 -1.3445
O 12.83225 15.67215 16.05202 0.6222 -0.1705 -1.5205
C 19.60400 10.20975 8.21831 1.1888 2.1183 0.7442
H 17.42280 17.07706 17.49209 -0.0228 -0.6781 0.2720
H 10.32341 11.83021 16.41638 -0.0630 0.1611 -0.7096
H 18.10835 15.94088 11.96140 0.0615 0.5889 -1.5577
O 19.75392 14.67665 12.58832 -0.9134 0.5096 -0.1348
C 16.77338 16.87330 8.91363 1.1462 -0.9317 0.5784
H 13.02642 17.06589 6.76748 1.5901 -0.3889 -0.2182
H 19.40331 10.02970 19.38597 -0.3564 -0.1291 -0.4992
S 12.60586 9.35854 17.30399 -0.6899 0.0075 -2.1171
O 18.97469 10.04441 10.58783 0.2518 -0.6139 -0.4528
C 15.84752 8.84916 15.29388 -0.9288 -0.4100 1.5869
C 13.83084 8.33404 19.24057 1.7914 -0.0525 1.4716
C 9.59194 13.95737 14.05194 1.2142 -0.0306 0.8415
H 16.66160 14.86024 13.88816 0.3150 0.4265 -0.1118
C 11.73096 22.00676 18.69555 1.5301 0.4061 -0.1339
O 13.97501 9.14124 18.05232 -0.1457 0.2008 -0.1136
C 12.08669 17.49295 6.92133 -3.1463 -0.8110 -0.1762
H 10.02740 10.55797 11.58292 0.7796 0.0156 0.2491
O 9.66576 13.46388 15.30984 -0.1971 -0.9120 -0.9606
H 11.63276 7.87398 15.72767 -0.5522 0.0234 0.0041
H 17.18617 10.44567 14.92170 0.4045 -0.2377 0.4366
H 20.43988 9.61947 8.48345 0.4646 -1.7601 -0.3526
H 15.87360 8.40496 14.33050 0.2823 0.1105 -1.1965
C 11.13076 10.64611 11.74260 -0.8151 -0.0805 -0.8424
H 13.31416 7.66460 15.89968 1.8468 -0.5871 -0.7235


# 2
15
Properties=species:S:1:pos:R:3:forces:R:3 method="wB97M-V/def2-TZVPD" smiles="CSPO.C=C" e_above_lowest_ev=3.327 homo_lumo_gap_ev=9.161 homo_energy_ev=-8.3
H 0.26305 -2.72597 -0.47839 1.1786 -0.6740 -1.8824
H -0.78436 2.19901 2.70158 -0.3159 -0.3299 -0.4353
H -1.12304 2.98893 1.05239 0.5216 -0.0443 0.0964
H 0.37436 1.31009 0.58375 1.1199 -0.8862 -0.6187
H 2.87765 0.61979 -1.13788 0.4671 0.2497 -0.6111
H 1.53064 -3.49495 -1.85598 -1.5791 1.4565 0.8114
H -0.20829 -2.81547 -2.22994 0.3622 -1.2908 0.3793
O 1.22755 1.19875 0.08099 -2.1306 2.6299 0.8238
S 0.89274 -0.97701 -2.07131 0.8615 0.0846 0.4689
C -2.04534 1.12235 1.26130 3.3525 0.1032 4.6895
C 0.67379 -2.76907 -1.56647 -0.6815 1.1004 0.5284
H -2.35830 0.98220 0.27638 -0.8412 -0.0833 -1.1878
P 1.95233 -0.10069 -0.40944 0.4481 -2.7476 0.0414
C -1.20630 2.11145 1.69393 -1.9632 0.0864 -1.2857
H -2.06647 0.35059 2.09910 -0.8000 0.3455 -1.8182


LUMO level: 0.08, 0.84 (eV)
Maximum force: 3.38, 5.77 (eV Å⁻¹)